No. 1
Here is a structure of composition C17H28Br2N3O4PSb from OMol25. Energies are from wB97M-V/def2-TZVPD.

Positions of all 56 atoms, in Å:
C 2.06 1.91 3.09
C 0.57 1.97 2.91
O -0.10 2.83 3.47
N 0.04 0.93 2.13
C -0.85 0.04 2.85
Sb -0.11 1.18 0.04
O 1.03 2.82 0.35
C -1.26 -0.67 -0.24
C -2.74 -0.70 0.16
C -3.73 -0.87 -0.98
N -4.93 -1.61 -0.51
C 1.78 0.05 -0.25
C 2.03 -1.19 0.53
O 2.10 -1.27 1.74
C 2.34 -2.43 -0.29
C 3.61 -2.98 -0.17
C 3.95 -4.10 -0.91
C 3.03 -4.69 -1.76
C 1.76 -4.15 -1.87
C 1.42 -3.01 -1.15
C -0.11 1.63 -2.20
Br -1.72 1.18 -3.12
C 0.89 2.15 -2.91
C 2.25 2.55 -2.39
Br 0.76 2.50 -4.80
P -2.05 2.91 0.37
N -2.78 2.50 1.88
O -3.32 2.51 -0.66
H 2.52 1.94 2.10
H 2.33 0.95 3.54
H 2.41 2.75 3.69
H -1.91 0.28 2.75
H -0.63 0.07 3.92
H -0.69 -0.99 2.53
H 0.46 3.58 0.51
H -1.15 -0.96 -1.29
H -0.72 -1.43 0.33
H -3.02 0.18 0.75
H -2.90 -1.56 0.81
H -3.28 -1.47 -1.78
H -4.00 0.10 -1.39
H -5.36 -1.06 0.23
H -5.62 -1.63 -1.26
H 2.56 0.77 -0.01
H 1.84 -0.18 -1.31
H 4.33 -2.52 0.50
H 4.95 -4.52 -0.82
H 3.30 -5.57 -2.33
H 1.04 -4.61 -2.54
H 0.43 -2.57 -1.25
H 2.16 3.30 -1.61
H 2.79 1.69 -2.01
H 2.85 2.97 -3.20
H -3.69 2.06 1.78
H -2.85 3.32 2.47
H -4.06 3.09 -0.45

Summary:
Maximum force: 0.7 eV/A
E_tot: -186654.72192 eV
Orbital gap: 6.73 eV
HOMO energy: -4.061 eV
Net charge: -1

---

No. 2
Here is a structure of composition C17H28BrN7ORe from OMol25. Energies are from wB97M-V/def2-TZVPD.

Positions of all 55 atoms, in Å:
Re -0.50 0.41 -0.11
C -2.79 0.22 -0.97
N -2.92 -1.19 -1.09
C -4.16 -1.94 -1.42
C -3.63 -3.38 -1.49
N -2.24 -3.29 -0.98
C -1.50 -4.55 -0.77
C -1.90 -2.04 -0.84
N -0.67 -1.46 -0.52
C 0.57 -2.28 -0.53
C 1.76 -1.33 -0.69
N 1.32 0.07 -0.43
C 2.37 1.00 -0.67
N 3.25 1.31 0.26
C 3.34 0.84 1.64
C 4.28 2.22 -0.31
C 3.82 2.38 -1.77
N 2.58 1.58 -1.83
C 1.91 1.35 -3.11
H -3.67 0.74 -1.35
H -1.98 0.63 -1.64
H -2.69 0.59 0.08
H -4.57 -1.59 -2.36
H -4.89 -1.80 -0.62
H -3.60 -3.77 -2.51
H -4.20 -4.07 -0.87
H -2.23 -5.31 -0.51
H -0.80 -4.46 0.05
H -0.99 -4.85 -1.69
H 0.56 -2.99 -1.35
H 0.64 -2.83 0.41
H 2.17 -1.37 -1.71
H 2.57 -1.58 0.00
H 2.47 0.25 1.89
H 3.40 1.70 2.30
H 4.24 0.24 1.76
H 5.26 1.76 -0.21
H 4.27 3.16 0.25
H 4.54 1.98 -2.49
H 3.60 3.42 -2.04
H 1.55 2.30 -3.50
H 1.07 0.67 -2.98
H 2.61 0.92 -3.82
O -1.64 3.53 4.98
C -1.39 2.74 3.99
C -1.35 1.32 4.07
C -1.07 0.60 2.95
N -0.84 1.20 1.74
C -0.86 2.56 1.70
Br -0.45 3.15 -0.07
C -1.12 3.37 2.74
H -1.83 3.10 5.83
H -1.53 0.81 5.00
H -1.04 -0.49 2.97
H -1.14 4.45 2.66

Summary:
Maximum force: 0.3 eV/A
E_tot: -102692.00078 eV
Orbital gap (spin up / spin down): 6.32 / 6.11 eV
2S+1: 2
HOMO energy (spin up / spin down): -20.898 / -20.898 eV
Net charge: +4
Energy relative to the best compared isomer or geometry (same formula, charge and spin): 0.0 kcal per mole

---

No. 3
Here is an isolated molecule of C17H28BrNO2 from OMol25. Energies are from wB97M-V/def2-TZVPD.

Positions of all 49 atoms, in Å:
C -5.39 -1.24 -1.21
C -4.78 0.08 -1.65
C -3.25 0.08 -1.61
C -2.71 0.12 -0.17
N -1.27 -0.04 -0.04
C -0.45 0.99 -0.67
C -0.71 2.40 -0.12
C -0.57 2.52 1.40
C 0.85 2.25 1.89
C -0.79 -1.39 -0.29
C -0.08 -1.95 0.98
O -0.41 -1.20 2.11
C 1.45 -2.05 0.81
O 1.97 -0.81 0.39
C 3.30 -0.68 0.21
C 3.75 0.58 -0.20
C 5.09 0.82 -0.42
C 6.00 -0.21 -0.24
Br 7.85 0.12 -0.55
C 5.58 -1.46 0.17
C 4.23 -1.70 0.39
H -5.02 -2.06 -1.83
H -5.17 -1.46 -0.17
H -6.48 -1.20 -1.32
H -5.09 0.29 -2.68
H -5.15 0.89 -1.02
H -2.87 -0.81 -2.12
H -2.88 0.95 -2.15
H -2.99 1.07 0.29
H -3.16 -0.68 0.42
H -0.60 1.01 -1.76
H 0.58 0.72 -0.48
H 0.00 3.07 -0.60
H -1.71 2.73 -0.41
H -1.25 1.82 1.88
H -0.86 3.53 1.69
H 0.91 2.40 2.96
H 1.16 1.24 1.67
H 1.55 2.94 1.41
H -0.10 -1.42 -1.13
H -1.64 -2.04 -0.52
H -0.42 -2.98 1.17
H -0.67 -0.32 1.77
H 1.88 -2.34 1.77
H 1.68 -2.83 0.06
H 3.02 1.37 -0.34
H 5.42 1.80 -0.74
H 6.30 -2.25 0.31
H 3.93 -2.68 0.70

Summary:
Maximum force: 0.7 eV/A
SMILES string: CCCCN(CCCC)C[C@H](O)COc1ccc(Br)cc1
E_tot: -93710.69971 eV
Orbital gap: 9.29 eV
HOMO energy: -8.518 eV
Energy relative to the best compared isomer or geometry (same formula, charge and spin): 3.9 kcal per mole